[1]
Here is C32H50Cl2N2O8S2Si2 as an isolated structure from the Open Molecules 2025 dataset. Energies are from ωB97M-V with the def2-TZVPD basis set.

XYZ file:
```
98
C32H50Cl2N2O8S2Si2, DFT ωB97M-V with the def2-TZVPD basis set
C -1.52 0.00 -3.79
C -2.09 0.37 -2.60
Si -1.43 -0.10 -0.88
C 0.07 -1.19 -1.22
C 0.34 -2.31 -0.20
O -0.48 -3.14 0.15
C 1.75 -2.42 0.36
C 2.44 -1.36 0.91
C 3.73 -1.45 1.39
C 4.38 -2.72 1.33
C 3.66 -3.78 0.82
C 2.37 -3.66 0.33
C -2.82 -1.12 -0.07
C -2.93 -0.95 1.46
C -3.87 0.23 1.83
Cl -1.35 -0.89 2.34
O -1.16 1.27 0.06
Si 0.03 2.34 -0.39
C -0.07 3.75 0.86
C 0.04 3.14 2.30
C -0.89 3.85 3.32
C -0.29 3.94 4.73
N -0.28 2.68 5.47
C 0.12 2.57 6.77
C 0.02 1.24 7.09
C -0.48 0.51 5.96
C -0.65 1.47 4.99
C -0.15 3.12 -2.09
C -1.44 4.01 -2.15
C -2.17 3.82 -3.51
Cl -0.94 5.73 -1.90
O 1.63 1.73 -0.26
N 2.57 2.74 -0.53
O 3.29 2.91 0.37
H -1.01 0.75 -4.41
H -1.60 -1.03 -4.15
H -2.99 1.02 -2.57
H -0.13 -1.70 -2.18
H 1.02 -0.65 -1.36
H 1.94 -0.39 0.98
H 4.19 -0.54 1.77
H 5.40 -2.79 1.69
H 4.12 -4.77 0.80
H 1.80 -4.50 -0.07
H -2.76 -2.16 -0.40
H -3.76 -0.73 -0.50
H -3.45 -1.84 1.84
H -4.87 -0.06 1.47
H -3.88 0.32 2.92
H -3.50 1.13 1.31
H 0.74 4.47 0.69
H -1.05 4.24 0.78
H 1.07 3.21 2.67
H -0.21 2.07 2.26
H -1.03 4.88 2.97
H -1.88 3.37 3.36
H 0.74 4.31 4.61
H -0.80 4.71 5.33
H 0.46 3.38 7.40
H 0.25 0.77 8.05
H -0.67 -0.55 5.87
H -1.02 1.19 4.01
H 0.71 3.80 -2.23
H -0.09 2.41 -2.93
H -2.07 3.71 -1.31
H -1.62 3.17 -4.20
H -2.30 4.79 -3.99
H -3.15 3.38 -3.30
C 6.64 1.71 -3.01
C 6.02 1.86 -1.61
C 5.38 0.51 -1.26
S 6.30 -0.72 -2.14
O 5.44 -1.32 -3.12
O 7.06 -1.50 -1.20
C 7.41 0.39 -3.00
H 7.29 2.55 -3.26
H 5.84 1.68 -3.76
H 6.80 2.10 -0.89
H 5.28 2.66 -1.57
H 5.44 0.28 -0.19
H 4.35 0.45 -1.59
H 7.63 0.00 -3.99
H 8.32 0.47 -2.41
C -5.26 -6.24 -1.22
C -4.04 -5.94 -2.10
C -4.41 -4.76 -3.01
S -5.64 -3.81 -2.11
O -6.89 -3.88 -2.82
O -5.07 -2.55 -1.71
C -5.73 -4.89 -0.69
H -5.00 -6.92 -0.40
H -6.04 -6.71 -1.81
H -3.19 -5.67 -1.47
H -3.74 -6.81 -2.69
H -3.56 -4.13 -3.22
H -4.87 -5.10 -3.94
H -6.75 -4.91 -0.31
H -5.05 -4.50 0.07
```

- largest force on an atom (eV Å⁻¹) = 2.99
- orbital gap (hartree) = 0.26509
- charge = 0
- highest occupied orbital energy (eV) = -7.9

---

[2]
Here is one molecule with the formula C6H8O2 from the Open Molecules 2025 dataset. Energies are from ωB97M-V with the def2-TZVPD basis set.

XYZ file:
```
16
C6H8O2, DFT ωB97M-V with the def2-TZVPD basis set
C 0.75 1.30 -1.73
C 0.10 0.48 -0.54
C -0.40 0.27 1.65
C 0.39 -0.80 1.17
C -0.62 -1.57 0.30
C -0.74 -0.84 -0.86
H 1.13 2.13 -1.25
H -0.08 1.48 -2.33
H 1.64 0.60 -2.20
H -0.24 0.99 2.70
H -1.51 -0.15 1.80
H 1.20 -1.22 1.92
H -0.99 -2.74 0.44
H -1.31 -1.05 -1.76
O -0.52 1.11 0.47
O 1.21 0.01 0.21
```

- largest force on an atom (eV Å⁻¹) = 7.94
- SMILES = C[C@]12C=C[C@H](CO1)O2
- orbital gap (hartree) = 0.38703
- charge = 0
- highest occupied orbital energy (eV) = -9.5

---

[3]
Here is C52H49N6O3TeW as an isolated structure from the Open Molecules 2025 dataset. Energies are from ωB97M-V with the def2-TZVPD basis set.

XYZ file:
```
112
C52H49N6O3TeW, DFT ωB97M-V with the def2-TZVPD basis set
W 1.55 1.00 0.25
C -0.63 3.30 -1.41
O -0.27 2.48 -0.28
C -1.08 2.56 0.85
C -2.41 2.92 0.80
C -3.15 2.93 1.98
C -2.56 2.59 3.18
C -1.22 2.24 3.22
C -0.47 2.25 2.06
N 0.92 1.87 2.02
N 1.50 1.97 3.16
C 2.76 1.55 3.37
C 3.61 0.95 2.41
O 3.25 0.74 1.15
C 4.91 0.55 2.77
C 5.36 0.72 4.05
C 4.55 1.30 5.06
C 5.03 1.44 6.38
C 4.23 1.99 7.34
C 2.93 2.42 7.02
C 2.45 2.29 5.74
C 3.24 1.72 4.73
H -1.53 2.91 -1.88
H 0.20 3.24 -2.11
H -0.78 4.33 -1.09
H -2.89 3.19 -0.14
H -4.19 3.21 1.94
H -3.14 2.58 4.09
H -0.74 1.95 4.15
H 5.53 0.10 2.01
H 6.36 0.39 4.31
H 6.03 1.11 6.61
H 4.60 2.11 8.35
H 2.31 2.86 7.78
H 1.45 2.63 5.50
N 3.74 1.50 -2.39
C 3.42 0.16 -2.21
C 4.19 -0.75 -2.95
C 3.91 -2.10 -2.85
C 2.86 -2.51 -2.04
C 2.15 -1.55 -1.36
N 2.43 -0.23 -1.40
C 3.33 2.69 -1.83
C 3.91 3.86 -2.36
C 3.61 5.07 -1.81
C 2.73 5.13 -0.72
C 2.18 3.96 -0.28
N 2.45 2.74 -0.83
H 4.46 1.63 -3.09
H 4.99 -0.39 -3.58
H 4.50 -2.81 -3.40
H 2.58 -3.55 -1.95
H 1.30 -1.82 -0.74
H 4.59 3.78 -3.20
H 4.05 5.97 -2.21
H 2.48 6.06 -0.24
H 1.49 3.95 0.55
C -8.08 -3.03 -2.74
C -6.78 -2.33 -2.42
C -5.94 -1.89 -3.44
C -4.73 -1.27 -3.18
C -3.89 -0.78 -4.33
C -4.36 -1.10 -1.83
Te -2.52 -0.19 -1.40
N 0.13 -0.22 0.24
C -0.61 -0.95 1.05
O -1.76 -1.35 0.76
C -0.07 -1.31 2.40
C 1.29 -1.51 2.61
C 1.77 -1.75 3.89
C 0.90 -1.78 4.97
C -0.46 -1.61 4.76
C -0.95 -1.39 3.48
C -1.21 -1.49 -2.41
C -0.29 -0.89 -3.27
C -0.20 0.61 -3.44
C 0.55 -1.71 -4.01
C 0.51 -3.09 -3.90
C 1.41 -3.97 -4.73
C -0.41 -3.65 -3.02
C -1.29 -2.88 -2.27
C -2.28 -3.58 -1.37
C -5.20 -1.49 -0.78
C -4.86 -1.31 0.67
C -6.40 -2.12 -1.11
H -8.39 -2.84 -3.76
H -8.87 -2.71 -2.06
H -7.96 -4.11 -2.62
H -6.25 -2.02 -4.47
H -4.39 -0.99 -5.27
H -2.91 -1.26 -4.36
H -3.74 0.30 -4.27
H 1.98 -1.52 1.77
H 2.83 -1.92 4.04
H 1.28 -1.96 5.97
H -1.15 -1.66 5.59
H -2.01 -1.26 3.30
H -0.02 1.09 -2.48
H -1.11 1.02 -3.87
H 0.62 0.86 -4.11
H 1.26 -1.25 -4.70
H 2.19 -3.39 -5.22
H 0.84 -4.48 -5.51
H 1.88 -4.74 -4.12
H -0.46 -4.73 -2.92
H -1.89 -4.57 -1.10
H -3.23 -3.73 -1.89
H -2.46 -3.03 -0.46
H -4.12 -0.53 0.84
H -4.45 -2.23 1.10
H -5.76 -1.05 1.23
H -7.05 -2.43 -0.30
```

- largest force on an atom (eV Å⁻¹) = 0.91
- orbital gap (alpha / beta) (hartree) = 0.22992 / 0.23976
- charge = +2
- highest occupied orbital energy (alpha / beta) (eV) = -12.0 / -12.7
- multiplicity = 4

---

[4]
Here is one molecule with the formula C4H8O2 from the Open Molecules 2025 dataset. Energies are from ωB97M-V with the def2-TZVPD basis set.

XYZ file:
```
14
C4H8O2, DFT ωB97M-V with the def2-TZVPD basis set
C -1.41 0.23 -0.84
C -0.10 0.83 -0.37
O -0.10 1.17 1.04
C 0.67 0.00 1.35
C 1.04 -0.19 -0.12
O 0.95 -1.48 -0.67
H -1.67 -0.66 -0.25
H -2.22 0.96 -0.75
H -1.33 -0.09 -1.89
H 0.17 1.71 -0.96
H 0.02 -0.81 1.72
H 1.46 0.19 2.08
H 2.02 0.23 -0.38
H 0.65 -2.08 0.02
```

- largest force on an atom (eV Å⁻¹) = 0.39
- SMILES = C[C@H]1OC[C@H]1O
- orbital gap (hartree) = 0.39326
- charge = 0
- highest occupied orbital energy (eV) = -9.8

---

[5]
Here is C9H9NO8PdS2 as an isolated structure from the Open Molecules 2025 dataset. Energies are from ωB97M-V with the def2-TZVPD basis set.

XYZ file:
```
30
C9H9NO8PdS2, DFT ωB97M-V with the def2-TZVPD basis set
Pd 0.14 -0.04 -1.22
O -0.40 -2.03 -1.08
S 0.86 -2.10 -0.18
O 0.90 -3.23 0.68
O 0.54 -0.76 0.59
O 2.00 -1.82 -1.04
C -5.68 4.56 -3.07
C -4.30 3.97 -3.04
C -4.10 2.59 -3.04
C -2.83 2.05 -2.98
C -1.74 2.92 -2.93
C -1.90 4.30 -2.96
C -3.18 4.82 -3.02
S -0.14 2.26 -2.80
O -0.17 0.85 -3.18
O 0.82 3.12 -3.39
N 0.21 2.04 -1.12
C -0.26 2.81 -0.23
C -3.01 1.60 0.28
O -3.34 2.61 0.74
O -2.65 0.61 -0.19
H -6.43 3.79 -3.28
H -5.76 5.34 -3.83
H -5.92 5.01 -2.11
H -4.96 1.93 -3.09
H -2.68 0.98 -2.98
H -1.04 4.95 -2.97
H -3.33 5.89 -3.04
H -0.68 3.79 -0.45
H -0.09 2.54 0.81
```

- largest force on an atom (eV Å⁻¹) = 1.22
- orbital gap (hartree) = 0.26133
- charge = 0
- highest occupied orbital energy (eV) = -9.0

---

[6]
Here is a 2-piece molecular cluster, C6H11N4OPS overall from the Open Molecules 2025 dataset. Energies are from ωB97M-V with the def2-TZVPD basis set.

XYZ file:
```
24
C6H11N4OPS, DFT ωB97M-V with the def2-TZVPD basis set
C 2.36 1.36 -0.54
C 1.66 0.58 -1.42
C 2.59 1.09 0.79
C 1.15 -0.63 -1.00
C 2.07 -0.16 1.20
C 1.35 -1.04 0.35
N -3.78 0.90 0.27
N 0.33 -3.13 0.25
N -2.86 1.28 -0.74
N 1.04 -2.21 0.89
O -1.27 0.88 1.00
P -1.36 0.51 -0.57
S -2.03 -1.47 -0.59
H 2.68 2.37 -0.90
H 1.49 0.97 -2.43
H 3.18 1.69 1.50
H 0.50 -1.21 -1.66
H 2.07 -0.41 2.25
H -4.30 0.08 -0.15
H -4.39 1.74 0.35
H -0.18 -3.79 0.82
H -0.32 -2.82 -0.59
H -3.12 1.44 -1.69
H -2.17 0.82 1.46
```

- largest force on an atom (eV Å⁻¹) = 3.93
- orbital gap (alpha / beta) (hartree) = 0.19182 / 0.19185
- charge = 0
- highest occupied orbital energy (alpha / beta) (eV) = -7.2 / -7.2

---

[7]
Here is C22H45DyN2P3S as an isolated structure from the Open Molecules 2025 dataset. Energies are from ωB97M-V with the def2-TZVPD basis set.

XYZ file:
```
74
C22H45DyN2P3S, DFT ωB97M-V with the def2-TZVPD basis set
Dy -0.31 -0.01 -0.05
P 1.63 1.40 1.54
P -2.33 2.49 0.82
P 0.80 1.76 -1.98
H 0.97 -4.97 0.76
C 1.35 -4.72 -0.23
C 2.53 -4.12 -0.37
H 3.10 -3.79 0.49
C 1.91 0.94 3.30
C 1.72 3.22 1.77
C 3.33 1.08 0.92
C -4.06 2.27 0.44
C -2.06 2.43 2.58
C -1.68 4.01 0.17
C 2.08 0.87 -2.93
C 1.56 3.41 -1.84
C -0.45 2.05 -3.29
H 0.75 -5.08 -1.07
H 2.85 -3.73 -1.34
H 2.41 -0.04 3.38
H 0.96 0.92 3.85
H 2.57 1.70 3.76
H 0.83 3.60 2.28
H 1.84 3.73 0.81
H 2.60 3.42 2.39
H 3.54 0.01 0.99
H 4.04 1.64 1.54
H 3.43 1.40 -0.13
H -4.59 3.16 0.84
H -4.45 1.37 0.94
H -4.20 2.18 -0.66
H -2.80 3.15 2.98
H -1.04 2.74 2.86
H -2.25 1.44 3.03
H -2.46 4.74 0.40
H -1.52 3.97 -0.91
H -0.73 4.26 0.65
H 2.17 1.37 -3.90
H 1.79 -0.18 -3.07
H 3.04 0.90 -2.39
H 1.73 3.78 -2.86
H 2.52 3.36 -1.31
H 0.90 4.10 -1.30
H 0.07 2.45 -4.17
H -1.20 2.77 -2.93
H -0.96 1.11 -3.55
C -0.22 -2.52 -3.14
C -1.37 -2.01 -3.79
C -1.68 -2.45 -5.08
C -0.87 -3.39 -5.70
C 0.26 -3.92 -5.06
C 0.58 -3.50 -3.78
S 0.29 -2.05 -1.55
H -1.63 1.52 0.05
H -1.99 -1.28 -3.26
H -2.57 -2.03 -5.57
H -1.12 -3.72 -6.69
H 0.87 -4.67 -5.54
H 1.44 -3.90 -3.23
C 0.93 -2.73 4.70
C -0.03 -2.22 3.71
C -1.41 -2.06 3.79
C -1.83 -1.49 2.59
N -0.74 -1.26 1.80
N 0.33 -1.78 2.49
C -3.19 -1.15 2.17
H 0.90 -2.12 5.61
H 0.67 -3.76 4.99
H 1.97 -2.73 4.33
H -2.03 -2.32 4.62
H 1.26 -1.81 2.10
H -3.91 -1.87 2.60
H -3.51 -0.17 2.54
H -3.35 -1.16 1.09
```

- largest force on an atom (eV Å⁻¹) = 1.95
- orbital gap (alpha / beta) (hartree) = 0.18694 / 0.27875
- charge = +3
- highest occupied orbital energy (alpha / beta) (eV) = -15.7 / -16.4
- multiplicity = 6

---

[8]
Here is C12H5NO5Ti as an isolated structure from the Open Molecules 2025 dataset. Energies are from ωB97M-V with the def2-TZVPD basis set.

XYZ file:
```
24
C12H5NO5Ti, DFT ωB97M-V with the def2-TZVPD basis set
O 1.38 -3.94 0.63
C 1.76 -3.00 0.15
Ti 2.41 -1.32 -0.69
O 5.07 -2.80 -1.46
C 4.10 -2.26 -1.18
C 3.11 0.32 -1.54
O 3.49 1.26 -2.02
C 3.24 -0.79 1.02
O 3.70 -0.47 2.00
C 1.63 -1.89 -2.41
O 1.17 -2.21 -3.39
N 0.71 -0.38 -0.19
C -0.31 0.18 0.10
C -1.45 0.80 0.42
C -1.61 2.20 0.22
C -2.80 2.83 0.55
C -3.85 2.11 1.09
C -3.72 0.75 1.30
C -2.55 0.10 0.98
H -0.78 2.77 -0.21
H -2.90 3.92 0.39
H -4.79 2.63 1.35
H -4.56 0.17 1.73
H -2.45 -0.99 1.14
```

- largest force on an atom (eV Å⁻¹) = 5.61
- orbital gap (alpha / beta) (hartree) = 0.21651 / 0.22668
- charge = +2
- highest occupied orbital energy (alpha / beta) (eV) = -16.3 / -16.3
- multiplicity = 3

---

[9]
Here is one molecule with the formula C17H18BrNO4 from the Open Molecules 2025 dataset. Energies are from ωB97M-V with the def2-TZVPD basis set.

XYZ file:
```
41
C17H18BrNO4, DFT ωB97M-V with the def2-TZVPD basis set
C 3.38 -3.06 0.27
H 2.72 -3.36 -0.55
O 2.69 -2.39 1.28
C 2.10 -1.19 0.99
C 2.07 -0.60 -0.27
C 1.43 0.61 -0.45
C 0.81 1.26 0.61
C 0.86 0.68 1.88
C 1.49 -0.53 2.06
H 1.53 -0.99 3.03
H 0.42 1.17 2.73
O 0.18 2.43 0.29
C -0.44 3.21 1.29
H -0.63 4.17 0.80
C -1.79 2.67 1.81
O -2.45 3.67 2.55
H -2.67 4.40 1.97
C -2.69 2.13 0.69
N -2.21 0.88 0.16
C -2.01 0.70 -1.17
O -2.37 1.50 -2.00
C -1.29 -0.56 -1.54
C -0.67 -0.59 -2.78
C 0.05 -1.69 -3.20
C 0.13 -2.79 -2.36
C -0.50 -2.80 -1.13
C -1.22 -1.69 -0.72
H -1.72 -1.73 0.23
H -0.44 -3.67 -0.50
Br 1.14 -4.31 -2.91
H 0.54 -1.70 -4.16
H -0.76 0.29 -3.41
H -1.80 0.23 0.82
H -2.74 2.83 -0.15
H -3.70 2.00 1.10
H -1.63 1.86 2.54
H 0.23 3.38 2.14
H 1.41 1.08 -1.42
H 2.55 -1.07 -1.11
H 3.79 -3.96 0.73
H 4.20 -2.46 -0.13
```

- largest force on an atom (eV Å⁻¹) = 0.69
- SMILES = COc1ccc(OC[C@@H](O)CNC(=O)c2ccc(Br)cc2)cc1
- orbital gap (hartree) = 0.31421
- charge = 0
- highest occupied orbital energy (eV) = -8.1

---

[10]
Here is a 2-piece molecular cluster, C4H7N3O overall from the Open Molecules 2025 dataset. Energies are from ωB97M-V with the def2-TZVPD basis set.

XYZ file:
```
15
C4H7N3O, DFT ωB97M-V with the def2-TZVPD basis set
C 0.58 -0.16 2.00
C -0.58 -0.66 0.95
C -0.64 1.17 -0.75
C -0.24 -1.73 0.12
H 1.26 0.41 1.34
H 1.09 -0.83 2.68
H -0.08 0.41 2.62
H -1.58 -0.90 1.56
H -0.99 2.09 -1.01
H 0.21 -0.46 -1.66
H 1.62 1.09 -3.20
N -1.00 0.56 0.42
N 0.05 0.57 -1.72
N 0.02 -2.85 -0.36
O 0.28 1.28 -2.98
```

- largest force on an atom (eV Å⁻¹) = 10.18
- orbital gap (hartree) = 0.29824
- charge = 0
- highest occupied orbital energy (eV) = -8.8

---

[11]
Here is one molecule with the formula C21H22N2O5 from the Open Molecules 2025 dataset. Energies are from ωB97M-V with the def2-TZVPD basis set.

XYZ file:
```
50
C21H22N2O5, DFT ωB97M-V with the def2-TZVPD basis set
C -5.99 -1.64 2.72
C -5.98 -0.25 3.35
C -4.56 0.23 3.64
H -4.58 1.20 4.15
H -4.02 -0.50 4.26
O -3.84 0.43 2.43
C -2.85 -0.43 2.14
O -2.49 -1.32 2.88
C -2.26 -0.17 0.81
C -1.29 -1.05 0.33
C -0.71 -0.86 -0.90
C -1.08 0.24 -1.68
C -2.06 1.12 -1.21
C -2.64 0.92 0.02
H -3.39 1.60 0.39
H -2.34 1.96 -1.83
O -0.57 0.53 -2.90
C 0.52 -0.17 -3.38
C 1.78 -0.35 -2.81
N 2.47 -1.08 -3.73
N 1.76 -1.36 -4.81
C 0.57 -0.82 -4.62
H -0.20 -0.90 -5.36
H 3.41 -1.42 -3.62
C 2.33 0.09 -1.54
C 1.79 1.18 -0.87
C 2.24 1.59 0.37
C 3.27 0.89 0.99
C 3.85 -0.19 0.32
C 3.40 -0.59 -0.93
O 3.99 -1.64 -1.56
H 4.65 -2.03 -0.99
H 4.66 -0.71 0.80
O 3.81 1.17 2.20
C 3.22 2.16 3.02
C 1.92 1.67 3.67
H 1.17 1.43 2.92
H 1.53 2.45 4.33
H 2.12 0.78 4.26
H 3.97 2.36 3.79
H 3.05 3.08 2.46
H 1.78 2.44 0.83
H 1.01 1.75 -1.35
H 0.02 -1.56 -1.27
H -1.01 -1.89 0.94
H -6.53 -0.27 4.30
H -6.46 0.46 2.69
H -5.49 -2.36 3.36
H -5.47 -1.62 1.76
H -7.01 -1.97 2.55
```

- largest force on an atom (eV Å⁻¹) = 0.77
- SMILES = CCCOC(=O)c1ccc(Oc2cn[nH]c2-c2ccc(OCC)cc2O)cc1
- orbital gap (hartree) = 0.31296
- charge = 0
- highest occupied orbital energy (eV) = -8.0

---

Asked for electronic energy across the records above, the calculation gives -115824.147; -10442.167; -78909.460; -8371.374; -52496.907; -34529.185; -89282.987; -47348.995; -97643.601; -10772.940; -35351.540 eV in order.